No. 1
The following is a quantum chemistry calculation of C21H17Cl2MnN4O3 as an isolated structure, from the OMol25 dataset.

Values from the calculation:
- HOMO (spin up / spin down): -16.732 / -17.373 eV
- Total charge: +3
- Multiplicity: 2
- HOMO-LUMO gap (spin up / spin down): 0.2258 / 0.2258 Ha
- E_tot: -90490.7358 eV

CARTESIAN COORDINATES (ANGSTROEM)
Mn -0.2608 0.0329 0.6380
Cl 0.6528 -6.5573 -0.4996
C 0.8588 -4.9571 -0.0951
C 0.0618 -3.9552 -0.6561
C 0.1128 -2.7211 -0.0053
N -0.6855 -1.6462 -0.1552
C -1.7321 -1.6082 -1.1218
O -1.7834 -2.2631 -2.1182
C -2.6945 -0.5094 -0.6921
C -3.9022 -0.1434 -1.2941
C -4.7027 0.8090 -0.6994
C -4.3059 1.3903 0.4954
C -3.0335 1.0906 0.9560
N -2.2017 0.2186 0.3355
C 1.0839 -2.4373 1.0776
C 1.9695 -3.4263 1.5199
C 1.8146 -4.6769 0.9126
Cl 2.7900 -5.9070 1.5264
N 0.8449 -1.1649 1.5757
C 1.5099 -0.7399 2.7343
O 2.4961 -1.2185 3.2452
C 0.9105 0.6120 3.1017
C 1.2889 1.3417 4.2152
C 0.7911 2.6204 4.4494
C -0.0464 3.1805 3.4824
C -0.4492 2.3969 2.4498
N -0.0135 1.1190 2.2790
H -0.5308 -4.2838 -1.4913
H -4.2098 -0.6784 -2.1891
H -5.6702 1.0760 -1.1505
H -4.9290 2.0666 1.0228
H -2.6997 1.5143 1.8812
H 2.6364 -3.3299 2.3871
H 1.9613 0.8342 4.8942
H 1.1007 3.1154 5.3315
H -0.4433 4.1730 3.5679
H -1.1457 2.7277 1.6968
C 2.8293 2.8895 -3.5785
C 2.5969 2.1318 -4.7383
C 1.3572 1.4279 -4.9960
O 0.4129 0.9935 -0.2110
H 3.7820 3.3907 -3.5022
H 2.8669 2.1419 -2.7951
H 2.0350 3.5058 -3.1940
H 3.4133 1.9230 -5.4026
H 0.5301 1.7460 -4.3745
H 1.6157 0.3586 -4.7667
H 1.1165 1.3958 -6.0489

These are the natural (NBO) partial charges, in e, on atoms 1 to 4: 0.991, 0.240, -0.004, -0.293


No. 2
The following is a quantum chemistry calculation of C27H46BrNOP2PbS as an isolated structure, from the OMol25 dataset.

Values from the calculation:
- HOMO (spin up / spin down): -11.599 / -11.560 eV
- Total charge: +2
- HOMO-LUMO gap (spin up / spin down): 0.1428 / 0.1330 Ha
- Energy relative to the best compared isomer or geometry (same formula, charge and spin): 422.9 kJ/mol
- E_tot: -136967.7945 eV

CARTESIAN COORDINATES (ANGSTROEM)
N 3.4347 -8.0971 1.6878
C 4.4104 -7.2254 1.9815
C 4.1949 -5.8439 2.0156
C 2.9012 -5.3094 1.7480
C 1.8969 -6.2742 1.4353
C 2.2127 -7.6295 1.4175
C 2.6332 -3.8807 1.7452
Pb 2.3184 -1.4869 2.7567
P -2.8211 3.8112 2.5062
C 1.3198 -3.3582 1.8920
C 0.7815 -2.3853 0.9406
C -0.5692 -1.9619 1.0036
C -1.0832 -1.0454 0.1398
C -0.2730 -0.3821 -0.8839
C 1.1087 -0.8276 -0.8970
C 1.6200 -1.7667 -0.0248
Br -0.2933 1.7956 0.0335
H 3.5058 -3.2359 1.5036
H 0.6204 -3.7753 2.6251
H 5.0406 -5.1922 2.2635
H 0.8703 -5.9778 1.1990
H 5.4056 -7.6501 2.1939
H 1.4530 -8.3859 1.1757
H -1.2010 -2.4280 1.7773
H 2.6603 -2.1134 -0.1153
H -2.1205 -0.7199 0.2681
H 1.7986 -0.2833 -1.5536
P -0.9677 -0.2208 -2.5738
C -1.3097 3.1767 3.3310
C -1.4548 3.3077 4.8510
H -0.4551 3.7701 2.9834
H -1.1425 2.1352 3.0343
H -0.5099 3.0873 5.3542
H -1.7421 4.3278 5.1186
H -2.2176 2.6241 5.2350
C -3.7082 2.3173 1.8954
C -5.1443 2.6371 1.4713
H -3.7161 1.6122 2.7357
H -3.1203 1.8690 1.0816
H -5.6986 1.7148 1.2719
H -5.6739 3.1672 2.2682
H -5.1811 3.2519 0.5660
C -2.2805 4.5635 0.8973
C -2.0331 6.0734 0.9895
H -3.0872 4.3720 0.1698
H -1.3876 4.0150 0.5492
H -1.6753 6.4493 0.0209
H -2.9697 6.5942 1.2304
H -1.2826 6.3185 1.7517
C -0.3487 1.2942 -3.3270
C -0.6305 1.4325 -4.8359
H 0.7355 1.3208 -3.1352
H -0.7742 2.1394 -2.7670
H 0.2427 1.1709 -5.4497
H -1.4873 0.8337 -5.1714
H -0.8705 2.4796 -5.0774
C -2.7559 -0.2137 -2.4581
C -3.3894 -1.5785 -2.1630
H -3.1165 0.1675 -3.4323
H -3.0141 0.5401 -1.6929
H -3.1492 -2.3157 -2.9408
H -3.0749 -1.9609 -1.1847
H -4.4823 -1.4702 -2.1476
C -0.4430 -1.6456 -3.5671
C 0.9755 -1.5629 -4.1443
H -1.1820 -1.7459 -4.3757
H -0.5543 -2.5431 -2.9330
H 1.3800 -2.5762 -4.2540
H 0.9898 -1.1044 -5.1423
H 1.6666 -1.0041 -3.5044
C 4.8387 2.7389 0.6280
S 3.1633 2.0408 0.6505
C 2.8933 2.1759 -1.1193
O 3.2735 0.5653 1.0238
H 4.9473 3.4114 -0.2299
H 5.5364 1.9017 0.5534
H 4.9972 3.3047 1.5495
H 3.3653 1.3278 -1.6366
H 1.8111 2.2492 -1.3175
H 3.3888 3.0921 -1.4656

These are the Mulliken partial charges, in e, on atoms 1 to 4: -0.524, -0.329, -0.466, 0.259


No. 3
The following is a quantum chemistry calculation of C13H8Cl5F3N2PbS4Sb as an isolated structure, from the OMol25 dataset.

Values from the calculation:
- HOMO (spin up / spin down): -8.055 / -8.759 eV
- Total charge: 0
- Multiplicity: 2
- HOMO-LUMO gap (spin up / spin down): 0.2568 / 0.2514 Ha
- Energy relative to the best compared isomer or geometry (same formula, charge and spin): 0.0 kJ/mol
- E_tot: -142481.7478 eV

CARTESIAN COORDINATES (ANGSTROEM)
Pb -0.0625 2.8538 -0.2405
Cl 2.7286 2.0348 -1.4422
C 2.3989 0.9765 -0.0933
C 1.1617 1.1315 0.4765
C 0.7666 0.4048 1.6103
Cl -0.7982 0.6374 2.3472
C 1.6733 -0.5381 2.1452
Cl 1.3628 -1.3762 3.5812
C 2.8297 -0.8613 1.4086
Cl 3.6491 -2.2940 1.8852
C 3.2372 -0.0943 0.2969
Cl 4.6835 -0.4670 -0.5158
S -2.6373 1.5557 -3.4910
Sb -2.6550 3.5587 -2.2211
S -2.4343 2.7359 0.0327
S -0.1959 4.1832 -2.3890
C -3.5549 -1.5358 -0.1279
C -2.1438 -1.5551 -0.5308
C -1.2887 -2.5786 -0.1953
C 0.0261 -2.4452 -0.5373
N 0.5247 -1.4838 -1.3095
C -0.3383 -0.5693 -1.7562
S -0.0212 0.5319 -2.9236
N -1.6432 -0.5704 -1.2452
C 0.9642 -3.4855 0.0163
H -4.0288 -0.4981 -0.1843
H -3.5915 -1.9005 0.8472
H -4.0498 -2.0704 -0.9552
H -1.6891 -3.3772 0.4775
H -2.1739 0.1495 -1.7356
H 0.6920 -4.4451 -0.4149
H 0.9068 -3.3895 1.0729
H 2.0053 -3.2611 -0.2689
F 1.6919 3.7007 2.2262
C 0.7278 4.2922 1.3606
F 1.4204 5.2350 0.6321
F -0.1440 4.8150 2.1610

These are the natural (NBO) partial charges, in e, on atoms 1 to 4: 1.207, 0.080, -0.055, -0.347


Number 1: molecular weight 499.236 g/mol. Number 2: molecular weight 781.790 g/mol. Number 3: molecular weight 883.708 g/mol.